14
Properties=species:S:1:pos:R:3 method="wB97M-V/def2-TZVPD" smiles="OC[C@@H]1CN1C=S" orbital_gap_ev=8.9 homo_ev=-8.8416 e_tot_ev=-18629.51298 e_above_lowest_kcal_mol=116.15
O 1.001 -2.234 -0.366
C 0.642 -1.017 0.565
C 0.586 0.087 -0.450
C 0.592 1.567 -0.073
N -0.643 0.807 -0.524
C -1.929 0.572 0.030
S -2.612 -0.904 -0.126
H 0.197 -2.624 -0.988
H 1.529 -0.716 1.375
H -0.181 -0.977 1.416
H 1.077 -0.143 -1.379
H 0.709 1.748 0.881
H 1.397 2.295 -0.550
H -2.366 1.539 0.189

14
Properties=species:S:1:pos:R:3 method="wB97M-V/def2-TZVPD" orbital_gap_ev=10.0 homo_ev=-9.1987 e_tot_ev=-18632.26170 e_above_lowest_kcal_mol=52.76
C 0.434 1.117 0.036
C 0.134 -0.315 -0.566
C -1.074 -0.071 0.354
C 1.093 -1.454 -0.207
N -0.688 1.306 0.686
O 1.583 1.977 -0.231
S -2.764 0.010 -0.364
H -0.091 -0.168 -1.598
H -1.011 -0.795 1.324
H 0.795 -2.493 -0.285
H 1.261 -1.315 0.891
H 2.106 -1.455 -0.717
H 1.585 2.677 0.406
H -3.362 0.978 0.269

14
Properties=species:S:1:pos:R:3 method="wB97M-V/def2-TZVPD" orbital_gap_ev="8.1 / 7.9" homo_ev="-9.2133 / -9.1895" e_tot_ev=-18626.95826 e_above_lowest_kcal_mol=175.06
C 3.329 0.280 0.270
C 2.135 -0.125 0.914
C 0.254 0.226 -1.474
C -0.427 -0.870 1.109
N 4.269 0.758 -0.229
O 1.244 -2.044 -0.602
S 0.881 -0.751 -0.069
H 1.522 1.788 0.759
H 0.255 -0.390 -2.457
H -0.743 0.490 -1.052
H 0.838 1.040 -1.521
H -0.104 -1.657 1.755
H -0.574 0.001 1.869
H -1.331 -1.046 0.525

Q: Which molecular weight values were calculated for the entries above? A: 117.2; 117.2; 117.2, in g/mol.